No. 1
{
  "formula": "C32H98O26",
  "method": "ωB97M-V with the def2-TZVPD basis set",
  "symbols": ["C", "C", "C", "O", "O", "C", "C", "C", "C", "C", "C", "C", "O", "C", "O", "O", "C", "O", "H", "H", "H", "H", "H", "H", "H", "H", "H", "H", "H", "H", "H", "H", "H", "H", "H", "H", "C", "O", "H", "H", "H", "H", "C", "O", "H", "H", "H", "H", "C", "O", "H", "H", "H", "H", "C", "O", "H", "H", "H", "H", "C", "O", "H", "H", "H", "H", "C", "O", "H", "H", "H", "H", "C", "O", "H", "H", "H", "H", "C", "O", "H", "H", "H", "H", "C", "O", "H", "H", "H", "H", "C", "O", "H", "H", "H", "H", "C", "O", "H", "H", "H", "H", "C", "O", "H", "H", "H", "H", "C", "O", "H", "H", "H", "H", "C", "O", "H", "H", "H", "H", "C", "O", "H", "H", "H", "H", "C", "O", "H", "H", "H", "H", "C", "O", "H", "H", "H", "H", "C", "O", "H", "H", "H", "H", "C", "O", "H", "H", "H", "H", "C", "O", "H", "H", "H", "H"],
  "xyz": [[2.319, -1.399, -0.668], [0.845, -1.511, 0.101], [-0.340, -1.850, -1.020], [-0.120, -2.682, -2.068], [-1.666, -1.240, -0.797], [-1.977, -0.408, -1.999], [-3.189, 0.619, -1.594], [-4.656, -0.054, -1.885], [-5.534, -0.646, -0.595], [-6.994, -0.638, -1.340], [-8.362, -0.345, -0.485], [-9.345, -1.677, -0.719], [-10.740, -1.317, -0.307], [-11.673, -2.402, -0.678], [-11.413, -3.644, -0.237], [-7.002, 0.373, -2.420], [-5.736, 1.164, -2.263], [-5.536, 2.483, -2.358], [2.422, -0.270, -0.993], [3.134, -1.636, 0.164], [2.407, -2.111, -1.600], [0.676, -0.466, 0.628], [0.963, -2.344, 0.915], [-2.250, -1.117, -2.911], [-1.027, 0.211, -2.369], [-3.088, 1.557, -2.324], [-3.100, 1.063, -0.495], [-4.772, -0.830, -2.762], [-5.390, -1.767, -0.292], [-5.287, 0.133, 0.243], [-7.047, -1.714, -1.798], [-8.194, -0.145, 0.655], [-8.967, 0.579, -0.939], [-9.318, -1.989, -1.858], [-8.982, -2.592, -0.055], [-12.651, -2.255, -1.321], [-3.616, 4.924, -3.484], [-2.410, 4.195, -3.342], [-4.437, 4.223, -3.651], [-3.807, 5.495, -2.572], [-3.536, 5.599, -4.339], [-1.700, 4.843, -3.195], [-4.158, -3.567, -2.256], [-3.419, -3.059, -3.351], [-5.224, -3.481, -2.475], [-3.904, -4.619, -2.100], [-3.925, -2.989, -1.358], [-2.477, -3.149, -3.128], [4.613, 1.461, 1.200], [3.290, 1.005, 0.987], [5.269, 1.011, 0.452], [4.644, 2.549, 1.102], [4.945, 1.165, 2.198], [2.731, 1.421, 1.666], [4.842, -0.888, 5.024], [5.581, -0.380, 3.928], [3.776, -0.801, 4.804], [5.096, -1.939, 5.179], [5.075, -0.309, 5.921], [6.523, -0.470, 4.151], [-2.070, -3.628, 1.121], [-3.389, -4.124, 1.264], [-1.973, -3.156, 0.141], [-1.871, -2.889, 1.901], [-1.359, -4.454, 1.197], [-3.445, -4.537, 2.143], [2.216, 2.665, -2.453], [1.415, 1.999, -1.495], [1.573, 3.044, -3.252], [2.734, 3.502, -1.978], [2.941, 1.965, -2.874], [2.012, 1.674, -0.800], [-4.724, -0.506, -5.873], [-3.711, -0.500, -4.884], [-5.184, 0.484, -5.916], [-4.285, -0.743, -6.845], [-5.483, -1.247, -5.614], [-3.321, -1.390, -4.870], [0.930, -5.719, 2.352], [-0.389, -6.215, 2.495], [1.027, -5.246, 1.372], [1.129, -4.980, 3.132], [1.641, -6.545, 2.428], [-0.445, -6.628, 3.374], [-1.170, 5.081, -6.605], [-2.489, 4.585, -6.462], [-1.073, 5.554, -7.585], [-0.971, 5.820, -5.825], [-0.459, 4.255, -6.529], [-2.545, 4.172, -5.584], [9.608, -1.821, 4.346], [8.372, -1.171, 4.579], [9.669, -2.100, 3.291], [10.429, -1.143, 4.590], [9.669, -2.721, 4.963], [8.346, -0.935, 5.522], [1.759, -0.334, -4.256], [0.792, -1.305, -4.613], [1.859, 0.384, -5.074], [1.437, 0.188, -3.353], [2.721, -0.823, -4.084], [0.725, -1.928, -3.869], [3.584, 6.131, -0.432], [4.790, 5.403, -0.290], [2.763, 5.430, -0.599], [3.393, 6.702, 0.480], [3.664, 6.806, -1.287], [5.500, 6.051, -0.143], [11.813, 0.497, 7.104], [10.490, 0.040, 6.891], [12.469, 0.046, 6.355], [11.844, 1.584, 7.006], [12.145, 0.200, 8.102], [9.931, 0.456, 7.570], [2.532, 2.288, 4.691], [2.003, 1.386, 3.737], [2.373, 3.310, 4.340], [2.021, 2.150, 5.647], [3.604, 2.108, 4.810], [2.159, 0.488, 4.076], [14.791, -2.326, 6.635], [13.403, -2.055, 6.567], [15.208, -2.302, 5.626], [15.282, -1.567, 7.249], [14.948, -3.317, 7.068], [13.061, -2.083, 7.476], [-15.016, -5.131, 0.060], [-13.810, -5.860, 0.202], [-15.837, -5.832, -0.107], [-15.207, -4.560, 0.972], [-14.936, -4.456, -0.796], [-13.100, -5.212, 0.348], [-3.280, 8.926, -4.964], [-2.701, 7.644, -4.805], [-3.452, 9.363, -3.978], [-2.599, 9.566, -5.531], [-4.233, 8.834, -5.491], [-2.559, 7.281, -5.696], [1.344, -0.006, -8.042], [0.025, -0.502, -7.899], [1.441, 0.467, -9.022], [1.543, 0.733, -7.262], [2.055, -0.832, -7.966], [-0.031, -0.915, -7.020], [2.305, -7.190, 5.722], [0.917, -6.918, 5.653], [2.722, -7.165, 4.712], [2.796, -6.430, 6.335], [2.462, -8.181, 6.154], [0.575, -6.947, 6.562], [1.298, 6.034, 5.071], [2.504, 5.305, 5.213], [0.477, 5.333, 4.904], [1.107, 6.605, 5.983], [1.378, 6.709, 4.216], [3.214, 5.953, 5.360]],
  "atomic_forces_ev_per_a": [[-0.3, 0.4, 0.5], [0.6, 0.3, -0.9], [0.3, -3.1, -3.1], [-1.5, 5.3, 6.2], [3.9, -0.5, -1.8], [-0.3, 1.0, -1.3], [0.0, -0.1, -1.2], [-1.2, 1.1, 0.7], [0.2, 0.7, -1.5], [-0.4, -0.1, 0.8], [-1.2, -0.7, -0.4], [1.3, -0.1, 0.5], [-1.7, -2.9, -2.3], [2.7, -5.4, 3.2], [-1.7, 7.6, -2.9], [2.6, 2.0, 1.3], [1.1, 3.1, -0.2], [-2.0, -8.9, 0.3], [0.0, -2.6, 0.5], [-1.7, 0.6, -2.0], [-0.2, 1.3, 2.1], [-0.1, -2.3, -1.1], [-0.8, 1.4, -1.7], [0.3, 1.7, 2.2], [-1.9, -1.3, 1.2], [-0.3, -2.1, 1.5], [-0.1, -1.3, -2.3], [0.9, 1.8, 1.6], [0.3, 2.4, -0.4], [-1.1, -1.7, -1.2], [-0.1, 2.1, 0.5], [-0.2, -0.5, -2.2], [1.6, -2.0, 0.9], [-0.2, 0.7, 2.3], [-0.8, 1.9, -1.5], [2.1, 0.5, 1.4], [-0.4, 0.3, -0.1], [0.9, -0.1, -0.1], [0.3, 0.0, 0.2], [-0.2, 0.1, -0.1], [-0.3, 0.0, 0.3], [-0.4, -0.4, 0.0], [0.2, -0.1, 0.2], [0.5, 0.0, -0.4], [0.1, 0.0, -0.1], [-0.2, 0.0, 0.2], [-0.1, -0.2, 0.1], [-0.3, 0.0, -0.1], [0.1, 0.2, 0.3], [-0.8, 0.1, -0.2], [-0.2, 0.0, 0.1], [0.2, 0.0, 0.0], [0.2, 0.0, -0.1], [0.2, -0.3, 0.0], [0.4, 0.1, -0.2], [0.1, 0.1, 0.1], [0.1, 0.0, 0.0], [-0.2, -0.1, 0.2], [-0.2, -0.1, 0.2], [-0.2, -0.1, -0.3], [0.3, -0.2, 0.0], [-0.5, -0.2, 0.4], [-0.3, -0.3, 0.4], [0.2, 0.1, -0.1], [0.1, 0.2, 0.0], [0.0, 0.2, -0.6], [0.1, 0.0, 0.2], [-0.1, -0.2, 0.3], [0.0, -0.1, 0.1], [0.2, 0.1, -0.2], [0.1, 0.2, -0.2], [-0.2, 0.2, 0.0], [0.1, -0.1, 0.0], [0.3, -0.1, 0.0], [0.1, -0.1, 0.1], [-0.2, 0.0, -0.1], [-0.2, 0.0, -0.2], [-0.3, 0.4, 0.2], [-0.1, -0.1, 0.2], [-0.3, -0.3, 0.3], [-0.1, -0.1, 0.1], [0.3, 0.1, -0.1], [0.2, 0.1, -0.1], [0.1, 0.2, -0.4], [-0.2, -0.3, 0.2], [-0.2, 0.0, 0.1], [-0.1, -0.1, 0.1], [0.3, 0.1, 0.0], [0.2, 0.2, 0.0], [0.0, 0.1, -0.3], [0.3, 0.0, 0.0], [-0.6, 0.3, 0.6], [-0.2, 0.1, 0.2], [0.1, -0.2, 0.0], [0.2, 0.0, -0.1], [0.2, -0.1, -0.5], [-0.1, -0.1, 0.2], [-0.2, -0.3, -0.1], [-0.1, -0.1, 0.1], [0.2, 0.1, 0.0], [0.2, 0.2, 0.0], [-0.2, 0.2, -0.3], [0.1, 0.2, 0.0], [0.5, 0.1, 0.1], [0.2, 0.1, 0.1], [-0.3, 0.1, -0.1], [-0.3, 0.1, 0.0], [-0.4, -0.5, -0.1], [0.1, 0.3, -0.1], [-0.8, 0.0, 0.3], [-0.3, 0.1, 0.2], [0.2, 0.0, 0.1], [0.2, 0.1, 0.0], [0.3, -0.2, -0.4], [0.1, 0.1, 0.1], [-0.1, -0.7, -0.3], [0.0, -0.4, 0.1], [0.1, 0.2, 0.1], [0.1, 0.2, 0.1], [-0.1, 0.5, -0.4], [0.0, -0.1, 0.2], [-0.4, -0.1, 0.3], [-0.2, 0.0, 0.1], [0.3, -0.1, 0.0], [0.3, 0.0, 0.0], [0.1, 0.0, -0.6], [0.3, 0.0, 0.1], [0.3, 0.1, 0.1], [0.2, 0.1, 0.0], [-0.3, 0.1, -0.1], [-0.3, 0.1, 0.0], [-0.2, -0.4, -0.2], [0.0, 0.0, -0.2], [0.3, -0.2, -0.3], [0.1, -0.2, -0.1], [-0.2, 0.2, 0.0], [-0.1, 0.3, 0.0], [-0.1, 0.0, 0.5], [-0.2, -0.2, 0.2], [-0.2, -0.2, 0.2], [-0.1, -0.1, 0.1], [0.3, 0.1, -0.1], [0.2, 0.1, 0.0], [0.0, 0.2, -0.3], [0.1, 0.0, 0.2], [-0.5, 0.1, 0.3], [-0.2, 0.0, 0.1], [0.2, -0.1, -0.1], [0.3, 0.0, -0.1], [0.1, 0.0, -0.6], [0.0, 0.2, 0.0], [0.6, 0.3, 0.2], [0.2, 0.0, 0.0], [-0.2, 0.1, -0.1], [-0.3, 0.1, 0.0], [-0.3, -0.5, -0.1]],
  "largest_force_ha_per_bohr": 0.1775,
  "homo_energy_ev": -9.546
}


No. 2
{
  "formula": "CHF4PS2",
  "method": "ωB97M-V with the def2-TZVPD basis set",
  "symbols": ["C", "F", "F", "F", "F", "P", "S", "S", "H"],
  "xyz": [[1.163, 0.626, -0.295], [0.928, 1.042, 0.918], [1.832, -0.528, -0.226], [1.900, 1.500, -0.908], [-1.267, 0.537, 1.564], [-0.374, 0.180, -1.352], [-2.508, -2.486, -1.310], [-1.098, -1.574, -0.445], [-0.577, 0.704, 2.055]],
  "atomic_forces_ev_per_a": [[-1.8, -2.4, -1.1], [0.6, 0.9, 1.5], [1.2, -0.6, 0.5], [0.8, 1.2, -0.8], [-4.2, -0.9, -2.1], [-1.2, -0.2, -0.7], [-0.7, 0.0, -0.8], [1.9, 1.1, 0.8], [3.4, 0.9, 2.6]],
  "largest_force_ha_per_bohr": 0.0933,
  "relative_energy_ev": 2.281,
  "homo_energy_ev": [-9.066, -9.081]
}